{
  "formula": "C3H5NO3",
  "method": "wB97M-V/def2-TZVPD",
  "de_lowest_kj_mol": 212.7,
  "max_force_ha_per_bohr": 0.06945,
  "gap_ev": 10.82,
  "lumo_ev": 0.4,
  "charge": 0,
  "symbols": ["N", "C", "C", "C", "O", "O", "O", "H", "H", "H", "H", "H"],
  "coordinates": [[2.04, -1.97, -0.30], [1.10, -1.51, 0.15], [-0.04, -0.83, 0.70], [-0.28, 0.66, -0.19], [0.85, 1.42, -0.13], [-0.50, 0.24, -1.46], [-1.46, 1.28, 0.30], [-0.84, -1.48, 0.41], [0.31, -0.61, 1.73], [1.43, 0.99, -0.69], [-1.47, -0.03, -1.58], [-1.13, 1.83, 1.05]]
}



{
  "formula": "C3H5NO3",
  "method": "wB97M-V/def2-TZVPD",
  "de_lowest_kj_mol": 626.2,
  "max_force_ha_per_bohr": 0.12955,
  "gap_ev": 9.75,
  "lumo_ev": 0.7,
  "charge": 0,
  "symbols": ["C", "C", "C", "N", "O", "O", "O", "H", "H", "H", "H", "H"],
  "coordinates": [[-0.16, 0.63, 0.12], [1.63, -0.24, -0.43], [-2.39, -0.21, 0.37], [2.77, 0.40, -0.01], [-0.25, 1.82, 0.04], [2.32, -0.83, 0.61], [-0.92, -0.36, 0.17], [1.55, -0.82, -1.42], [-2.49, 0.55, 1.24], [-2.86, -1.14, 0.47], [-2.76, 0.13, -0.49], [3.57, 0.07, -0.68]]
}



{
  "formula": "C3H5NO3",
  "method": "wB97M-V/def2-TZVPD",
  "de_lowest_kj_mol": 84.0,
  "max_force_ha_per_bohr": 0.03855,
  "gap_ev": 10.58,
  "lumo_ev": 0.6,
  "charge": 0,
  "symbols": ["O", "C", "C", "N", "C", "O", "O", "H", "H", "H", "H", "H"],
  "coordinates": [[-2.73, 0.96, -0.06], [-1.96, 0.07, 0.17], [-0.58, 0.32, 0.76], [0.43, -0.62, 0.28], [1.43, -0.36, -0.57], [2.30, -1.17, -0.86], [1.44, 0.88, -1.11], [-2.21, -0.99, -0.02], [-0.20, 1.31, 0.52], [-0.63, 0.21, 1.85], [0.39, -1.58, 0.55], [2.32, 0.96, -1.52]]
}



{
  "formula": "C3H5NO3",
  "method": "wB97M-V/def2-TZVPD",
  "de_lowest_kj_mol": 148.3,
  "max_force_ha_per_bohr": 0.07399,
  "gap_ev": 10.51,
  "lumo_ev": 0.4,
  "charge": 0,
  "symbols": ["O", "C", "N", "C", "C", "O", "O", "H", "H", "H", "H", "H"],
  "coordinates": [[0.39, 1.25, -2.89], [0.24, 1.16, -1.66], [-0.40, 0.00, -1.06], [-0.71, 0.11, 0.39], [0.06, -0.83, 1.26], [-0.48, -1.75, 1.85], [1.37, -0.68, 1.31], [0.48, 1.88, -0.86], [-0.24, -0.91, -1.41], [-0.67, 1.22, 0.64], [-1.87, -0.19, 0.42], [1.84, -1.27, 2.01]]
}



{
  "formula": "C3H5NO3P",
  "method": "wB97M-V/def2-TZVPD",
  "de_lowest_kj_mol": 191.2,
  "max_force_ha_per_bohr": 0.09872,
  "gap_ev": 8.40,
  "lumo_ev": 4.0,
  "charge": -1,
  "symbols": ["C", "C", "C", "N", "O", "O", "O", "P", "H", "H", "H", "H", "H"],
  "coordinates": [[-2.16, -0.31, 0.06], [0.15, 1.07, 0.09], [0.32, -1.34, 0.57], [-0.37, -0.04, 0.40], [-2.68, -0.49, 1.08], [-2.31, -0.30, -1.13], [-0.42, 2.04, -0.27], [2.08, 1.18, -0.19], [-0.24, -2.13, -0.07], [1.34, -1.17, 0.18], [0.34, -1.86, 1.54], [2.24, 0.79, -1.57], [1.71, 2.57, -0.72]]
}



{
  "formula": "C3H5NO3S",
  "method": "wB97M-V/def2-TZVPD",
  "de_lowest_kj_mol": 263.2,
  "max_force_ha_per_bohr": 0.03627,
  "gap_ev": 8.43,
  "lumo_ev": -0.9,
  "charge": 0,
  "symbols": ["O", "C", "N", "O", "C", "S", "C", "O", "H", "H", "H", "H", "H"],
  "coordinates": [[0.92, 1.64, -0.81], [0.91, 0.53, -0.35], [2.03, -0.16, -0.09], [2.02, -1.19, 0.82], [-0.41, -0.23, -0.22], [-0.67, -1.73, -0.73], [-1.53, 0.70, 0.25], [-2.76, 0.04, 0.48], [2.90, 0.38, -0.02], [2.11, -1.99, 0.25], [-1.56, 1.49, -0.51], [-1.06, 1.21, 1.12], [-2.91, -0.67, -0.16]]
}